Record 1
A 11-piece molecular cluster, C13H48N10O11 overall in a non-equilibrium geometry. Source: the Open Molecules 2025 dataset; level of theory: wB97M-V/def2-TZVPD.

Computed properties:
relative energy (zero: lowest compared OMol25 entry of this formula, charge and spin): 747.8 kJ/mol
DFT total energy: -51678.5027 eV
SMILES: NC(N)=O.NC(N)=O.NC(N)=O.NC(N)=O.NC(N)=O.CCO.CCO.CO.CO.CO.CO
orbital gap: 7.8 eV

ORCA input file:
```
! RIJCOSX wB97M-V def2-TZVPD def2/J DEFGRID3
* xyz 0 1
C 0.6500 -3.5596 2.4559
C -0.1565 -3.6716 3.7295
O 0.7486 -3.1959 4.7679
H 1.7085 -4.0002 2.4298
H 0.8361 -2.5163 2.1607
H 0.1435 -3.9874 1.6102
H -0.5476 -4.6329 3.8794
H -0.9550 -3.0326 3.7052
H 0.5000 -3.5037 5.6699
C 3.7979 1.3181 -1.1188
C 3.6496 2.2152 0.0812
O 2.6485 3.0981 -0.2011
H 4.7553 0.8954 -1.2224
H 3.6242 2.0179 -2.0687
H 3.0787 0.5744 -1.3168
H 4.6480 2.7657 0.1751
H 3.3837 1.6300 1.0210
H 2.7352 3.8601 0.3690
C 0.0542 0.1087 -0.0827
O -0.2586 -1.0450 0.5996
N 0.6018 1.1644 0.5218
N -0.0833 0.3558 -1.3807
H 0.8337 1.0168 1.5640
H 1.2444 1.8789 0.1728
H -0.0983 -0.6055 -1.8632
H 0.3576 1.0963 -1.8993
C -3.3828 1.2850 -2.0927
O -2.9695 2.5416 -1.6152
N -4.5953 1.0657 -2.5066
N -2.6766 0.1497 -2.0158
H -5.1207 1.8288 -2.8354
H -4.8027 0.2225 -3.0456
H -1.6557 0.3528 -1.7264
H -2.8089 -0.7700 -2.4985
C 0.3586 -1.8856 -3.9546
O -0.2389 -2.1305 -2.7033
N 0.5185 -2.7844 -4.8399
N 0.8406 -0.7409 -4.3211
H -0.2318 -3.5283 -4.7572
H 0.8871 -2.6584 -5.7403
H 0.7017 0.1196 -3.7794
H 1.0883 -0.6385 -5.3166
C -1.3766 3.5960 1.6784
O -0.7256 3.0667 2.7864
N -2.4272 4.3508 1.8124
N -1.0980 3.2197 0.4350
H -2.7478 4.6250 2.7806
H -2.9056 4.8644 1.0799
H -0.4323 2.4518 0.4263
H -1.7648 3.2285 -0.3411
C 0.7303 -0.0239 3.6353
O -0.5057 -0.4697 3.9828
N 1.0315 1.1367 3.0717
N 1.7758 -0.7057 3.9702
H 0.1766 1.7396 3.0593
H 1.9439 1.5739 3.2945
H 1.4342 -1.6848 4.1763
H 2.7051 -0.6030 3.5071
C -1.4316 -4.2432 -0.6541
O -2.3957 -4.3699 0.3552
H -0.8347 -5.0973 -0.8431
H -0.7657 -3.3822 -0.5013
H -1.9437 -3.8543 -1.5529
H -3.1452 -4.8218 0.0429
C -3.3371 0.7820 1.6389
O -3.2097 1.6288 2.7022
H -3.9243 1.4165 1.0199
H -3.8919 -0.1296 1.8550
H -2.3517 0.6469 1.1928
H -3.0442 2.5122 2.4021
C 2.8580 -1.8130 -0.0601
O 4.1196 -2.3751 0.1902
H 2.0547 -2.3846 0.3850
H 2.6168 -1.5615 -1.0879
H 2.7011 -0.8211 0.4213
H 4.4550 -2.1345 1.0651
C 0.4516 3.0732 -2.7762
O 0.2696 1.8260 -3.5227
H -0.0509 3.0689 -1.7782
H 0.2477 3.9774 -3.3778
H 1.5531 3.0421 -2.5247
H -0.6272 1.9737 -3.9577
*
```

Löwdin population analysis, charges in e, atoms 1 to 2:
1 C -0.08
2 C -0.24

Record 2
A 11-piece molecular cluster, C13H48N12O11 overall in a non-equilibrium geometry. Source: the Open Molecules 2025 dataset; level of theory: wB97M-V/def2-TZVPD.

Computed properties:
relative energy (zero: lowest compared OMol25 entry of this formula, charge and spin): 30.8 kJ/mol
DFT total energy: -54668.4999 eV
SMILES: NC(N)=O.NC(N)=O.NC(N)=O.NC(N)=O.NC(N)=O.NC(N)=O.CCO.CCO.CO.CO.CO
orbital gap: 9.3 eV

ORCA input file:
```
! RIJCOSX wB97M-V def2-TZVPD def2/J DEFGRID3
* xyz 0 1
C -21.7826 7.5714 8.0884
O -22.3479 6.6247 8.9652
H -21.7604 8.5901 8.4951
H -20.7608 7.2959 7.8344
H -22.3942 7.6430 7.1825
H -23.2511 6.9068 9.1725
C -27.8637 4.2816 5.2098
O -28.5216 4.6926 6.3882
H -28.3723 4.5454 4.2788
H -26.8750 4.7670 5.1252
H -27.5886 3.2295 5.2056
H -28.6228 5.6475 6.3476
C -21.3828 1.7278 2.8441
O -21.5362 1.0284 4.0859
H -21.0952 1.0381 2.0516
H -22.3296 2.2447 2.6530
H -20.6368 2.5060 3.0025
H -22.3891 0.5750 4.0268
C -26.1688 6.0873 8.4249
O -25.1003 6.5697 8.7876
N -26.3452 4.8323 7.9388
N -27.3430 6.8333 8.4737
H -25.5336 4.2320 7.7769
H -27.1806 4.5640 7.4448
H -28.2190 6.3528 8.5773
H -27.2464 7.6823 9.0057
C -25.2653 -0.3361 4.1679
O -24.0420 -0.2957 4.3002
N -25.9639 -1.4860 3.9800
N -25.9929 0.8099 4.3313
H -25.4744 -2.3442 3.8160
H -26.9603 -1.5008 4.0902
H -26.9699 0.7404 4.5561
H -25.5817 1.7230 4.3108
C -26.7139 3.8682 1.5203
O -27.8825 3.6276 1.2679
N -25.8017 2.9146 1.9345
N -26.1544 5.1154 1.4590
H -24.8334 3.1901 1.9723
H -25.9878 1.9353 1.8270
H -26.6744 5.8779 1.0706
H -25.2198 5.2794 1.7988
C -20.6160 9.0542 5.5748
O -21.4758 9.9123 5.5001
N -20.7389 7.8129 5.0104
N -19.5100 9.2162 6.3759
H -19.9372 7.2149 4.9816
H -21.5490 7.5977 4.4594
H -19.3563 10.1439 6.7264
H -18.7485 8.5680 6.4442
C -23.6530 2.1612 7.3824
O -24.8245 2.4167 7.6846
N -22.6025 3.0007 7.5642
N -23.3645 0.9575 6.8177
H -22.6705 3.9058 8.0141
H -21.7012 2.6814 7.2584
H -24.1681 0.4016 6.5995
H -22.4568 0.6319 6.5453
C -19.6472 5.0420 1.8097
O -18.7796 4.2081 2.0238
N -20.6848 4.8358 0.9416
N -19.6703 6.2416 2.4976
H -21.4355 5.4799 0.7952
H -20.6023 3.9754 0.4309
H -18.9824 6.3188 3.2191
H -20.4009 6.9109 2.3387
C -24.3853 8.9027 1.7545
C -23.3832 8.7031 2.8706
O -22.3402 7.7897 2.4797
H -25.2611 9.4673 2.0784
H -24.7786 7.9671 1.3536
H -23.9286 9.4534 0.9265
H -23.9161 8.2892 3.7276
H -22.9095 9.6209 3.2232
H -21.8481 8.1601 1.7390
C -23.6374 5.4564 5.2077
C -23.2072 4.5540 4.0615
O -23.4708 5.1806 2.8000
H -24.7214 5.5666 5.1627
H -23.2083 6.4447 5.0406
H -23.3258 5.0912 6.1824
H -23.7896 3.6346 4.1283
H -22.1453 4.2966 4.0688
H -22.9202 5.9711 2.6931
*
```

Löwdin population analysis, charges in e, atoms 1 to 2:
1 C -0.19
2 O -0.14

Record 3
A 11-piece molecular cluster, C13H48N4O11 overall in a non-equilibrium geometry. Source: the Open Molecules 2025 dataset; level of theory: wB97M-V/def2-TZVPD.

Computed properties:
relative energy (zero: lowest compared OMol25 entry of this formula, charge and spin): 0.0 kJ/mol
DFT total energy: -42738.7038 eV
SMILES: NC(N)=O.NC(N)=O.CCO.CCO.CO.CO.CO.CO.CO.CO.CO
orbital gap: 8.5 eV

ORCA input file:
```
! RIJCOSX wB97M-V def2-TZVPD def2/J DEFGRID3
* xyz 0 1
C -4.9000 -24.9320 -9.9540
C -3.9720 -24.9970 -11.1230
O -4.4080 -24.1530 -12.1560
H -5.0950 -23.9690 -9.5260
H -4.5350 -25.5590 -9.1330
H -5.8380 -25.3740 -10.1000
H -3.9020 -26.0040 -11.5320
H -2.9470 -24.6810 -10.8610
H -3.6940 -23.9920 -12.7270
C -5.6950 -28.5270 -10.9360
C -5.6570 -30.0840 -11.0980
O -5.6050 -30.5420 -12.4210
H -5.5920 -28.2720 -9.8630
H -6.6720 -28.1680 -11.3030
H -4.8890 -28.0770 -11.5060
H -6.4250 -30.5440 -10.5290
H -4.7330 -30.3950 -10.6840
H -4.8310 -30.1990 -12.8690
C -4.1900 -26.4990 -14.3770
O -5.2120 -27.0000 -13.6770
N -4.2750 -25.3610 -15.0390
N -3.0850 -27.0880 -14.4960
H -5.2070 -24.9840 -15.1600
H -3.5530 -24.9520 -15.5800
H -3.0180 -27.9420 -13.9260
H -2.3810 -26.8010 -15.1460
C -8.1760 -28.2650 -14.6000
O -9.1890 -29.0420 -14.9710
N -7.2840 -28.6140 -13.7150
N -8.0520 -27.0740 -15.0670
H -7.2470 -29.5590 -13.4220
H -6.3600 -28.1170 -13.6560
H -8.6650 -26.7860 -15.9020
H -7.2550 -26.4130 -14.9050
C -3.1510 -28.1740 -8.7300
O -1.8030 -28.1030 -8.3850
H -3.4010 -27.6960 -9.6860
H -3.7170 -27.7660 -7.8740
H -3.4770 -29.2040 -8.7870
H -1.5550 -27.1730 -8.2670
C -1.4720 -30.8960 -10.4310
O -1.6000 -29.6980 -11.1320
H -0.5790 -30.9790 -9.8110
H -1.2900 -31.6800 -11.1580
H -2.3690 -31.0520 -9.8570
H -1.5190 -28.9390 -10.4990
C -5.2740 -30.7780 -7.2730
O -5.8090 -29.4340 -7.1560
H -5.4220 -31.1110 -8.2990
H -5.9810 -31.3190 -6.6000
H -4.2150 -30.7910 -6.9050
H -6.7640 -29.5090 -7.0700
C -7.6350 -27.0060 -8.4330
O -8.2970 -26.1070 -9.3730
H -8.2090 -27.1330 -7.5790
H -6.6860 -26.5760 -8.1710
H -7.4320 -28.0390 -8.7440
H -8.1850 -26.4190 -10.2510
C -2.3180 -30.1930 -14.1410
O -3.0240 -29.4640 -13.2300
H -2.0600 -31.0980 -13.6250
H -1.3610 -29.6970 -14.3620
H -2.8360 -30.3860 -15.0950
H -2.6560 -29.6880 -12.3790
C -7.7490 -25.3790 -12.2670
O -8.4540 -26.5380 -12.0790
H -8.0230 -24.9890 -13.2150
H -6.6070 -25.6010 -12.3080
H -7.8400 -24.6150 -11.5210
H -8.2950 -27.0300 -12.8710
C -9.3030 -29.4930 -10.6810
O -10.0700 -28.3280 -10.7700
H -8.4740 -29.3390 -10.0140
H -8.9370 -29.6620 -11.6950
H -9.8270 -30.4210 -10.3780
H -9.5420 -27.7440 -11.3210
*
```

Löwdin population analysis, charges in e, atoms 1 to 2:
1 C -0.07
2 C -0.32

| no. | LUMO level (eV) |
| --- | --- |
| 1 | -0.165 |
| 2 | 0.045 |
| 3 | -0.135 |